<w>
Molecular formula: C6H14N3
Method: DFT, ωB97M-V/def2-TZVPD

```
! RIJCOSX wB97M-V def2-TZVPD def2/J DEFGRID3
* xyz 1 1
C 0.517 -2.469 -0.755
C -0.406 2.037 0.046
C 0.943 1.575 -0.409
C -1.473 1.083 -0.397
C 2.466 -0.195 0.550
C -2.066 -1.254 0.405
N 1.126 0.232 0.087
N -1.036 -0.236 0.166
N 0.218 -0.565 0.348
H 1.294 -3.191 -0.444
H 0.987 -1.979 -1.606
H -0.389 2.011 1.165
H -0.453 3.116 -0.239
H 0.887 1.670 -1.528
H 1.672 2.288 0.264
H -2.413 1.513 0.098
H -1.711 0.983 -1.446
H 2.987 0.680 1.105
H 2.334 -0.968 1.321
H 3.137 -0.442 -0.314
H -3.068 -0.924 0.209
H -1.934 -2.173 -0.292
H -1.908 -1.701 1.320
*
```

Output
Orbital gap (alpha / beta)   7.965 / 8.028 eV


<x>
Molecular formula: C6H14N3
Method: DFT, ωB97M-V/def2-TZVPD

```
! RIJCOSX wB97M-V def2-TZVPD def2/J DEFGRID3
* xyz 1 1
C -2.760 0.818 -0.030
C -1.385 0.231 -0.119
N -0.802 0.413 -1.333
C 0.550 0.005 -1.594
N 1.199 0.941 -2.440
C 1.403 -0.029 -0.249
C 0.612 -0.877 0.719
C 1.092 -0.819 2.166
N -0.808 -0.511 0.768
H -2.801 1.857 -0.061
H -3.477 0.410 0.731
H -3.100 0.526 -1.020
H -1.254 0.908 -2.169
H 0.388 -0.971 -2.031
H 1.346 1.927 -2.027
H 1.824 0.938 -3.221
H 1.537 1.093 -0.018
H 2.426 -0.551 -0.526
H 0.816 -1.879 0.451
H 1.176 0.241 2.465
H 2.098 -1.244 2.217
H 0.414 -1.447 2.756
H -1.259 -0.843 1.609
*
```

Output
Orbital gap   10.004 eV
SMILES   CC1=[NH+][C@@H](N)C[C@@H](C)N1


<x> is the most stable structure; the next one sits 0.2638 hartree above it.


<w>
Molecular formula: CH4ClP
Method: DFT, ωB97M-V/def2-TZVPD

```
! RIJCOSX wB97M-V def2-TZVPD def2/J DEFGRID3
* xyz 0 1
C -1.136 -0.011 -0.143
P -0.197 -1.379 -0.070
H -1.592 0.390 -1.098
H -1.423 0.601 0.835
H 0.097 -1.463 1.435
Cl 3.563 -0.082 0.006
H 3.676 0.787 -0.998
*
```

Output
Orbital gap   10.158 eV
SMILES   C=P.Cl


<x>
Molecular formula: CH4ClP
Method: DFT, ωB97M-V/def2-TZVPD

```
! RIJCOSX wB97M-V def2-TZVPD def2/J DEFGRID3
* xyz 0 1
C -0.696 -0.265 0.279
P 0.294 1.321 0.047
Cl 2.985 -0.247 -0.295
H -0.204 -1.162 -0.159
H -1.837 -0.102 0.096
H -0.880 -0.493 1.384
H 0.339 0.948 -1.353
*
```

Output
Orbital gap (alpha / beta)   7.530 / 6.715 eV


<w> is the most stable structure; the next one sits 0.0341 hartree above it.


<w>
Molecular formula: CH6N3O
Method: DFT, ωB97M-V/def2-TZVPD

```
! RIJCOSX wB97M-V def2-TZVPD def2/J DEFGRID3
* xyz 1 1
C -1.666 0.285 0.086
N -1.967 -0.849 0.379
N 0.774 -0.821 -0.182
N -1.338 1.493 0.466
O -1.843 -0.387 -1.102
H 1.186 -1.670 -0.599
H 1.629 -0.305 0.044
H 0.147 -0.955 0.599
H -1.345 2.307 -0.147
H 0.176 -0.377 -0.958
H -1.314 1.714 1.386
*
```

Output
Orbital gap   10.196 eV


<x>
Molecular formula: CH6N3O
Method: DFT, ωB97M-V/def2-TZVPD

```
! RIJCOSX wB97M-V def2-TZVPD def2/J DEFGRID3
* xyz 1 1
N 0.023 -0.821 -1.119
C 0.038 0.241 -0.261
N 0.418 -0.123 1.238
N -1.098 1.192 -0.120
O 0.218 1.466 -0.602
H 0.820 -0.923 -1.755
H -0.150 -1.749 -0.781
H 0.077 0.710 1.688
H 1.494 -0.175 1.328
H -0.073 -0.957 1.320
H -1.769 1.138 -0.935
*
```

Output
Orbital gap   11.184 eV
SMILES   N[C@]1([NH3+])NO1


<y>
Molecular formula: CH6N3O
Method: DFT, ωB97M-V/def2-TZVPD

```
! RIJCOSX wB97M-V def2-TZVPD def2/J DEFGRID3
* xyz 1 1
C 0.575 -0.978 0.466
N 0.377 0.553 -1.326
N -1.122 0.677 0.500
N -0.059 0.182 -0.056
O -1.624 1.755 0.277
H 0.940 -1.644 -0.383
H -0.217 -1.612 1.083
H 1.492 -0.850 1.227
H 1.418 0.812 -1.531
H -0.312 1.253 -1.734
H -1.468 -0.148 1.478
*
```

Output
Orbital gap (alpha / beta)   9.305 / 9.307 eV


<x> is the most stable structure; the next one sits 0.0089 hartree above it.